Record 1
Computed, not measured: a cluster of 13 separate species, C4H35N3O12 in total at a distorted geometry, with wB97M-V/def2-TZVPD.

XYZ file:
```
54
Properties=species:S:1:pos:R:3:nbo_charge:R:1
C -3.144 0.545 0.060 -0.214
C -2.526 -0.554 -0.938 -0.447
C -1.144 -0.156 -1.345 0.082
C -0.181 -0.749 -0.546 -0.164
N 1.183 -0.465 -0.427 -0.902
N -0.827 0.610 -2.483 -0.879
N -3.057 1.934 -0.432 -0.892
H -2.700 0.475 1.073 0.196
H -4.288 0.466 0.277 0.191
H -2.616 -1.509 -0.331 0.224
H -3.243 -0.770 -1.695 0.213
H -0.500 -1.204 0.453 0.223
H 1.741 -1.091 0.138 0.404
H 1.543 -0.536 -1.414 0.429
H -1.364 0.357 -3.291 0.373
H 0.164 0.612 -2.774 0.418
H -3.987 2.152 -0.841 0.376
H -2.386 2.064 -1.170 0.382
H 0.446 3.521 -1.527 0.503
H -0.288 3.170 -2.920 0.467
O 0.215 3.842 -2.436 -0.997
H 3.165 -2.558 -2.034 0.493
H 3.416 -1.345 -2.944 0.471
O 2.853 -1.671 -2.262 -0.947
H 0.494 -4.230 0.522 0.509
H 1.281 -3.447 1.675 0.467
O 1.220 -4.281 1.218 -0.998
H -0.349 0.931 1.910 0.466
H -1.055 2.042 2.853 0.524
O -0.540 1.160 2.858 -0.995
H -1.729 -3.382 0.010 0.480
H -0.468 -2.789 -0.625 0.493
O -0.922 -3.662 -0.468 -0.959
H 3.248 -1.822 1.446 0.486
H 3.144 -3.413 1.097 0.508
O 3.247 -2.489 0.797 -0.988
H 2.030 0.494 0.945 0.464
H 2.253 2.058 0.892 0.492
O 2.677 1.215 1.216 -0.994
H 0.825 -0.217 2.998 0.486
H 1.455 -0.337 4.302 0.488
O 1.181 -0.921 3.578 -0.961
H 0.048 3.148 0.708 0.514
H 0.568 1.900 -0.213 0.497
O 0.703 2.860 0.059 -0.998
H -1.904 2.733 0.820 0.513
H -2.103 4.073 1.452 0.492
O -1.474 3.358 1.501 -1.006
H -0.796 -2.907 2.632 0.477
H -0.473 -1.413 2.986 0.502
O -1.064 -2.012 2.461 -0.987
H 2.548 1.045 -3.709 0.483
H 1.631 2.072 -3.054 0.505
O 1.848 1.090 -3.057 -0.966
```

**Total charge**: 0
**Energy above the lowest of the compared OMol25 structures with the same formula, charge and spin**: 290.2 kJ/mol
**LUMO**: 0.00571 Ha


Record 2
Computed, not measured: a structure of composition C36H35AlINO4P2S2 at a distorted geometry, with wB97M-V/def2-TZVPD.

XYZ file:
```
82
Properties=species:S:1:pos:R:3:lowdin_charge:R:1
Al 0.370 0.101 -0.718 -0.563
O 3.993 0.879 -1.648 0.092
C 3.137 0.028 -1.501 -0.534
O 2.118 0.190 -0.700 -0.145
C 3.180 -1.285 -2.189 -0.144
C 4.442 -1.780 -2.510 -0.025
C 4.602 -3.030 -3.071 -0.089
C 3.478 -3.809 -3.304 -0.091
C 2.220 -3.316 -3.024 -0.131
C 2.037 -2.040 -2.488 -0.539
S 0.362 -1.495 -2.360 0.799
H 5.292 -1.147 -2.298 0.116
H 5.587 -3.396 -3.322 0.097
H 3.583 -4.803 -3.715 0.100
H 1.345 -3.915 -3.224 0.091
C 2.323 0.954 2.139 -0.210
P 1.132 1.818 1.038 0.988
C 0.319 2.936 2.272 -0.219
C 2.223 3.022 0.207 -0.356
C 3.257 3.666 0.871 -0.080
C 4.052 4.581 0.207 -0.071
C 3.818 4.861 -1.127 -0.071
C 2.806 4.207 -1.805 -0.076
C 2.008 3.281 -1.147 -0.363
P 0.646 2.375 -1.950 0.970
C -0.587 3.742 -1.990 -0.217
C 1.131 2.312 -3.720 -0.225
H 2.679 1.597 2.942 0.045
H 3.150 0.605 1.525 0.057
H 1.819 0.089 2.567 0.006
H 1.050 3.580 2.759 0.039
H -0.191 2.329 3.020 0.032
H -0.422 3.551 1.764 0.035
H 3.454 3.449 1.910 0.098
H 4.861 5.069 0.730 0.104
H 4.431 5.586 -1.640 0.104
H 2.646 4.423 -2.850 0.099
H -0.153 4.612 -2.480 0.046
H -0.856 3.993 -0.967 0.038
H -1.479 3.411 -2.517 0.042
H 1.190 3.304 -4.167 0.037
H 0.381 1.723 -4.250 0.044
H 2.091 1.804 -3.810 0.052
I -7.158 -0.577 -4.596 0.830
C -5.607 -0.305 -3.181 -0.706
C -5.921 -0.249 -1.836 -0.148
C -4.905 -0.077 -0.916 -0.010
C -3.587 0.050 -1.343 -0.117
C -3.289 -0.028 -2.699 -0.004
C -4.300 -0.205 -3.624 -0.138
C -2.479 0.226 -0.357 -0.530
O -2.661 0.050 0.844 0.043
O -1.341 0.554 -0.856 -0.085
H -6.946 -0.340 -1.514 0.092
H -5.121 -0.032 0.140 0.120
H -2.259 0.034 -3.019 0.103
H -4.072 -0.268 -4.676 0.095
N -0.009 -0.934 0.911 -0.287
S 0.177 -2.246 1.796 1.153
C -1.388 -3.153 1.632 -0.367
C -2.121 -3.013 0.467 -0.065
C -3.330 -3.678 0.353 -0.052
C -3.778 -4.489 1.384 -0.072
C -3.012 -4.655 2.528 -0.071
C -1.808 -3.985 2.656 -0.086
C -0.118 -1.612 3.484 -0.388
C -1.273 -0.909 3.788 -0.062
C -1.380 -0.294 5.025 -0.059
C -0.347 -0.385 5.946 -0.071
C 0.798 -1.100 5.636 -0.072
C 0.917 -1.714 4.399 -0.100
H -0.898 -0.486 1.155 0.008
H -1.746 -2.393 -0.335 0.083
H -3.920 -3.564 -0.544 0.112
H -4.725 -5.001 1.293 0.105
H -3.352 -5.306 3.320 0.106
H -1.203 -4.097 3.545 0.112
H -2.076 -0.826 3.069 0.108
H -2.265 0.273 5.271 0.111
H -0.431 0.105 6.905 0.107
H 1.604 -1.170 6.351 0.108
H 1.808 -2.264 4.137 0.110
```

**Total charge**: 0
**Energy above the lowest of the compared OMol25 structures with the same formula, charge and spin**: 86.6 kJ/mol
**LUMO**: 0.01198 Ha